{
  "formula": "C10H4N7O7",
  "method": "ωB97M-V with the def2-TZVPD basis set",
  "total_energy_ha": -1293.0902,
  "homo_lumo_gap_ev": 4.129,
  "spin_multiplicity": 1,
  "mol_weight_g_mol": 334.184,
  "total_charge": -1,
  "lumo_energy_ev": 0.06,
  "symbols": ["O", "C", "C", "N", "C", "C", "N", "H", "H", "H", "O", "N", "C", "C", "N", "O", "C", "N", "O", "O", "C", "C", "N", "O", "O", "N", "C", "H"],
  "coordinates": [[2.298, 1.393, 2.389], [1.364, 0.624, 2.502], [-0.066, 0.897, 2.327], [-0.991, -0.115, 2.271], [-2.182, 0.514, 2.364], [-1.969, 1.935, 2.375], [-0.635, 2.151, 2.377], [1.449, -0.452, 2.802], [-3.132, 0.000, 2.470], [-2.731, 2.717, 2.390], [4.224, -6.662, 1.400], [3.447, -6.014, 2.081], [2.378, -5.179, 1.859], [1.947, -4.662, 3.095], [2.667, -5.223, 4.118], [3.579, -6.032, 3.482], [0.793, -3.754, 3.108], [0.167, -3.294, 4.350], [0.813, -3.190, 5.406], [-1.052, -3.016, 4.260], [0.161, -3.392, 1.903], [0.621, -3.969, 0.710], [0.194, -3.825, -0.612], [-0.719, -3.210, -1.151], [1.092, -4.594, -1.403], [2.028, -5.237, -0.640], [1.732, -4.853, 0.642], [-0.648, -2.661, 1.876]],
  "forces_ev_per_a": [[0.0, -0.4, 0.2], [-1.3, 0.0, -0.3], [-1.1, 1.1, -0.1], [0.1, 0.1, 0.9], [0.4, 1.2, -0.4], [0.7, -1.7, 0.2], [0.0, -0.4, -0.2], [0.6, 0.1, -0.2], [0.2, -0.1, -0.3], [0.4, -0.2, 0.1], [-0.8, 0.6, 0.5], [-1.3, 1.0, 0.4], [1.7, -1.1, 0.0], [0.5, -0.9, 2.0], [-1.2, 1.2, -2.5], [0.3, -0.2, -0.1], [-0.7, 0.2, -1.7], [-1.8, 1.1, 1.5], [-0.5, -0.5, -2.2], [2.5, -0.7, 0.1], [0.4, -0.1, 2.3], [0.7, -0.7, -2.5], [0.0, 0.5, 1.3], [1.5, -1.1, 0.7], [-0.7, 0.3, 0.2], [-0.9, 1.1, 2.9], [0.4, -0.4, -3.1], [0.0, 0.0, 0.3]]
}